DFT (wB97M-V/def2-TZVPD) results for a cluster of 5 separate species, C34H82BN3O15PS in total in a non-equilibrium geometry.

As for the net charge: +1. The calculation puts the frontier orbital gap at 7.78 eV.

```
137
Properties=species:S:1:pos:R:3:forces:R:3:lowdin_charge:R:1
C 7.366420 -0.466636 1.847526 -1.5 -0.5 0.5 -0.124
C 6.164285 0.641166 1.491610 0.7 -0.4 1.4 -0.229
C 6.668844 1.769507 0.424749 -0.2 -1.9 -0.5 -0.119
C 5.482708 2.606529 -0.349169 2.3 2.2 0.5 -0.253
C 6.227542 3.233119 -1.710632 -0.5 0.0 -0.8 -0.015
N 4.262640 1.732840 -0.716069 -0.1 -0.5 0.1 -0.069
C 4.581590 0.541121 -1.576532 0.4 -2.7 -2.4 -0.138
C 3.852641 -0.877487 -1.071942 0.3 -0.7 -0.4 -0.163
C 4.949930 -2.073478 -0.745345 -1.1 -0.8 0.5 -0.184
C 4.192332 -3.169650 0.247310 -0.6 -0.9 -0.8 -0.284
N 4.048955 -2.694438 1.680837 0.7 -1.2 -0.3 -0.053
C 3.186108 2.543098 -1.398794 -0.2 3.7 -0.3 -0.319
P 1.573529 1.631015 -1.823360 -2.7 -1.2 -0.8 1.010
O 1.716857 0.495559 -3.127246 0.4 3.0 0.2 -0.320
O 0.527799 2.904146 -2.491921 2.3 -2.0 -1.4 -0.318
C 2.728260 3.717429 -0.296377 -2.3 0.1 -0.8 -0.242
C 1.796524 3.111126 0.928207 0.0 -0.2 1.1 -0.154
C 0.201687 3.461030 0.817260 -0.5 -0.4 0.6 -0.220
C -0.165931 5.055676 0.742597 -0.5 -0.6 0.6 -0.191
C -1.719838 5.155892 0.182363 1.0 1.0 -0.8 -0.229
S -3.009804 4.453634 1.344370 -2.4 -3.2 5.6 0.816
O -2.886937 2.910166 1.584816 0.2 5.8 -1.7 -0.397
O -3.112590 5.162682 2.716673 0.7 -1.4 -5.7 -0.349
O -4.536998 4.653705 0.536271 2.6 -1.7 0.3 -0.223
O 3.816162 4.591013 0.123995 0.2 -2.5 -0.4 -0.088
C 5.010738 3.891499 0.600135 1.0 0.0 0.7 -0.323
N 4.787485 3.504021 2.062779 -0.6 0.5 -0.6 0.086
B 6.172479 5.101180 0.679282 1.5 1.5 -0.3 -0.287
O 7.232094 5.193886 1.693821 -1.9 -2.0 -2.1 0.063
C 6.126455 6.364312 -0.425516 0.6 0.6 0.2 -0.159
C 7.618700 6.549395 -1.140541 0.0 -0.4 -0.6 -0.138
H 7.810123 -0.974017 0.890995 -0.6 1.2 1.8 0.076
H 8.158290 -0.040075 2.596479 -1.3 -0.7 -1.8 0.087
H 6.797287 -1.333645 2.438261 1.3 1.8 -1.2 0.081
H 5.227489 0.018947 1.172909 1.7 1.2 0.3 0.079
H 5.889274 1.113575 2.553548 0.4 -0.9 -2.5 0.118
H 7.252368 1.178262 -0.434058 -1.1 1.3 1.9 0.132
H 7.478574 2.422239 0.954835 -1.7 -0.8 -1.2 0.134
H 6.237399 2.478729 -2.616848 -0.1 1.2 2.0 0.100
H 7.382384 3.466907 -1.511953 -2.8 -0.3 -0.1 0.122
H 5.649923 4.192269 -2.125954 1.5 -2.0 1.2 0.105
H 3.818446 1.350374 0.172854 0.8 0.7 -0.9 0.163
H 4.247919 0.837531 -2.684992 0.7 -0.8 2.5 0.140
H 5.716823 0.265608 -1.678793 -2.1 1.1 0.7 0.137
H 3.158152 -1.322855 -1.934827 1.4 1.3 2.0 0.127
H 3.209992 -0.729036 -0.096409 1.2 -0.1 -1.9 0.115
H 5.903554 -1.687671 -0.188103 -1.8 -0.7 -1.2 0.084
H 5.223507 -2.678587 -1.729546 -0.4 1.6 2.0 0.129
H 3.093488 -3.383777 -0.145845 2.4 0.5 0.5 0.128
H 4.765141 -4.212361 0.183903 -1.1 2.2 0.0 0.124
H 3.197803 -3.113103 2.149359 1.5 0.5 -0.9 0.086
H 4.899823 -3.064282 2.183736 -1.5 0.6 -0.5 0.072
H 3.523374 3.127472 -2.353910 0.2 -1.2 1.9 0.142
H 1.766739 0.932352 -4.027815 0.1 -0.6 1.1 0.068
H 0.502511 2.807844 -3.508737 0.2 0.3 2.1 0.060
H 1.980358 4.405116 -0.926353 1.9 -1.4 1.4 0.153
H 2.153050 3.540644 1.983425 -0.6 -0.9 -2.5 0.130
H 1.884593 1.925665 1.031411 -0.1 2.5 -0.3 0.111
H -0.293076 3.056794 1.826397 1.1 0.8 -2.3 0.136
H -0.369229 2.863618 -0.044471 1.5 1.4 1.7 0.087
H -0.044553 5.548885 1.822833 -0.5 -1.1 -2.4 0.144
H 0.495735 5.690906 0.016820 -1.3 -1.3 1.2 0.116
H -1.945765 6.306681 0.057253 0.0 -2.5 0.2 0.132
H -1.819393 4.553365 -0.840366 0.0 1.4 2.3 0.134
H -4.747038 3.724695 0.165885 0.6 1.7 0.7 0.105
H 4.348845 4.357161 2.511317 0.9 -1.4 -0.5 0.120
H 5.680934 3.281254 2.550489 -1.0 0.5 -0.6 0.071
H 7.532639 4.305348 2.038642 -0.7 1.5 -0.3 0.097
H 5.334068 6.189657 -1.276556 1.4 0.5 2.0 0.091
H 5.929036 7.394395 0.138392 0.1 -2.2 -1.3 0.126
H 8.282659 5.581241 -0.961949 -1.2 2.2 -0.3 0.070
H 7.457615 6.614304 -2.316686 0.4 0.0 2.5 0.086
H 8.181856 7.523886 -0.769793 -1.2 -2.3 -0.8 0.095
C -5.753865 -1.141747 -0.722552 0.0 -0.2 0.1 -0.101
O -4.834881 -1.295910 -1.797451 -0.1 0.6 0.0 -0.197
C -4.872035 -0.191672 -2.707250 0.5 -0.3 0.2 -0.189
C -3.719741 0.785675 -2.448529 -0.7 0.3 0.1 -0.193
O -3.851824 1.423982 -1.174885 0.2 -0.3 -0.2 -0.203
C -3.019469 0.829708 -0.184230 -0.2 -0.3 0.3 -0.119
H -5.479472 -1.848132 0.066543 0.0 0.0 -0.2 0.073
H -5.735224 -0.132685 -0.300590 0.0 0.0 -0.1 0.085
H -6.766045 -1.377024 -1.066637 0.0 0.1 0.1 0.093
H -5.840597 0.320441 -2.657601 0.1 0.0 0.1 0.127
H -4.762296 -0.604218 -3.714775 0.0 0.0 0.0 0.123
H -3.755863 1.578247 -3.206569 0.0 -0.1 0.0 0.121
H -2.750590 0.284788 -2.532818 -0.1 -0.1 0.1 0.121
H -1.988082 1.169036 -0.321955 0.1 -0.1 0.1 0.071
H -3.052881 -0.262514 -0.220511 0.0 0.0 -0.2 0.089
H -3.369737 1.155121 0.797989 0.1 -0.2 -0.5 0.063
C -4.364806 -4.966258 0.399121 0.1 -0.1 -0.1 -0.108
O -3.566249 -5.046592 1.573668 -0.4 0.3 0.1 -0.196
C -3.945941 -4.078083 2.556665 0.1 -0.6 0.2 -0.192
C -4.823854 -4.702214 3.647378 -0.4 0.5 -0.4 -0.192
O -6.085100 -5.128098 3.123040 0.5 -0.2 0.0 -0.196
C -6.120854 -6.529576 2.874133 -0.2 0.1 0.0 -0.104
H -4.226202 -5.888476 -0.172933 0.1 0.1 0.1 0.091
H -5.429655 -4.860901 0.626282 0.1 0.0 0.1 0.085
H -4.034884 -4.121258 -0.213565 -0.1 0.0 -0.1 0.081
H -4.449673 -3.224529 2.087051 -0.1 -0.1 0.1 0.114
H -3.023287 -3.711218 3.016515 0.0 0.0 0.0 0.120
H -5.036521 -3.938101 4.405668 0.1 -0.1 -0.1 0.124
H -4.309318 -5.531588 4.141988 0.1 0.0 -0.1 0.125
H -6.257359 -7.065180 3.818784 0.0 -0.1 -0.1 0.075
H -5.210904 -6.882985 2.381718 0.0 0.1 0.0 0.084
H -6.972115 -6.740464 2.222813 0.0 0.1 0.1 0.096
C -8.931250 -7.405358 5.708058 -0.1 0.1 -0.2 -0.108
O -8.959622 -8.604144 4.942673 0.2 -0.1 0.5 -0.201
C -8.099540 -9.613530 5.481057 -0.6 -0.2 -0.2 -0.198
C -8.888038 -10.642734 6.298941 0.4 0.4 0.4 -0.194
O -9.454312 -10.053911 7.473535 -0.1 0.0 -0.5 -0.197
C -10.834211 -9.743169 7.310159 0.1 0.0 0.2 -0.110
H -9.797778 -6.799302 5.427402 0.1 -0.1 -0.1 0.093
H -8.981427 -7.597187 6.783833 0.0 -0.1 -0.1 0.085
H -8.021009 -6.842651 5.477665 0.0 0.1 0.1 0.074
H -7.300077 -9.163080 6.081715 -0.1 -0.1 0.0 0.124
H -7.634211 -10.122833 4.631690 0.0 0.0 0.0 0.121
H -8.196928 -11.425099 6.637129 -0.1 0.1 -0.1 0.124
H -9.663316 -11.119592 5.691653 0.0 0.1 -0.1 0.124
H -11.428138 -10.657927 7.401476 -0.1 0.0 -0.1 0.088
H -11.037651 -9.269986 6.345747 0.1 0.0 0.0 0.083
H -11.126335 -9.052140 8.104186 0.1 -0.1 0.0 0.090
C 3.255119 3.413595 -5.790181 0.1 -0.2 0.0 -0.102
O 1.907116 2.965184 -5.864500 0.1 0.2 0.2 -0.223
C 0.984530 4.043912 -6.047910 -0.2 -0.2 -0.4 -0.190
C 0.555784 4.170480 -7.514226 0.4 0.6 0.0 -0.184
O 1.653739 4.551378 -8.348768 -0.2 -0.5 0.5 -0.189
C 2.215636 3.441620 -9.041649 0.0 0.1 -0.2 -0.104
H 3.911592 2.551410 -5.940587 -0.2 0.0 0.0 0.093
H 3.488410 4.159363 -6.555696 -0.1 -0.1 0.1 0.094
H 3.449684 3.832928 -4.797930 0.1 0.2 0.0 0.073
H 1.409445 4.985613 -5.679831 0.0 -0.1 -0.1 0.132
H 0.101783 3.815451 -5.443009 -0.1 0.1 0.0 0.113
H -0.194276 4.967615 -7.592241 0.1 -0.1 0.1 0.131
H 0.098748 3.243493 -7.873476 0.1 0.0 0.1 0.128
H 1.575853 3.178240 -9.889693 0.1 -0.1 0.0 0.093
H 2.338440 2.570793 -8.392065 0.0 0.0 0.0 0.081
H 3.198181 3.734623 -9.418599 -0.2 0.1 0.0 0.093
```
Forces are in eV/Å.